Entry 1:
114
Properties=species:S:1:pos:R:3 method="wB97M-V/def2-TZVPD" s_squared=9.333 charge=-1 spin_multiplicity=6 energy_ha=-5149.9717 e_homo_ev="-4.909 / -4.915"
Dy 13.548 12.133 12.709
N 18.837 8.338 7.287
C 17.752 8.786 7.977
C 17.888 9.865 8.871
C 16.777 10.548 9.323
C 15.504 10.098 9.019
C 15.360 8.989 8.163
C 16.453 8.262 7.761
S 14.075 10.871 9.855
O 12.997 10.485 8.998
O 14.047 10.429 11.325
N 14.260 12.463 10.319
C 14.278 13.393 9.303
N 15.092 14.430 9.562
C 15.109 15.441 8.716
C 14.237 15.497 7.641
C 13.464 14.387 7.421
N 13.514 13.302 8.176
H 19.654 8.936 7.312
H 18.745 7.719 6.486
H 18.844 10.154 9.251
H 16.883 11.560 9.774
H 14.364 8.684 7.807
H 16.328 7.398 7.135
H 15.779 16.234 9.005
H 14.160 16.369 6.947
H 12.701 14.252 6.648
C 14.203 14.978 15.425
C 13.939 15.795 14.169
C 15.207 15.930 13.304
C 13.398 17.132 14.581
O 13.004 15.014 13.413
Si 11.844 15.432 12.361
S 11.230 13.554 11.569
O 12.508 16.531 11.347
C 11.888 17.477 10.392
C 10.794 16.733 9.615
C 11.323 18.608 11.253
C 12.960 18.096 9.501
O 10.668 16.179 13.242
C 9.466 15.840 14.003
C 9.372 16.924 15.074
C 8.262 15.934 13.090
C 9.652 14.444 14.558
H 14.841 15.616 16.072
H 14.698 14.015 15.173
H 13.225 14.799 15.924
H 16.030 16.383 13.924
H 15.004 16.596 12.477
H 15.461 14.942 12.909
H 14.101 17.604 15.239
H 12.429 17.091 15.118
H 13.316 17.845 13.710
H 10.026 16.451 10.332
H 11.196 15.803 9.232
H 10.418 17.354 8.773
H 10.620 18.128 11.984
H 10.797 19.310 10.596
H 12.116 19.122 11.797
H 13.627 17.359 9.027
H 13.618 18.729 10.127
H 12.503 18.726 8.759
H 9.204 17.907 14.651
H 10.261 16.942 15.731
H 8.585 16.660 15.814
H 8.033 16.974 12.882
H 7.400 15.418 13.575
H 8.443 15.447 12.129
H 10.691 14.262 14.975
H 9.565 13.699 13.712
H 8.862 14.269 15.281
C 11.427 10.052 15.760
S 12.672 11.149 15.185
O 13.205 11.673 16.416
O 11.945 12.078 14.279
O 13.605 10.412 14.299
H 11.802 9.033 15.891
H 10.692 10.013 14.943
H 10.952 10.443 16.702
O 15.556 12.596 13.652
Si 16.764 11.930 14.484
C 16.672 11.557 16.279
C 16.001 10.388 16.775
C 16.177 10.014 18.087
C 17.095 10.595 18.989
C 17.708 11.756 18.540
C 17.410 12.285 17.241
C 17.394 10.296 13.734
C 16.516 9.182 13.955
C 16.952 7.877 13.726
C 18.213 7.664 13.151
C 19.050 8.743 12.858
C 18.647 10.053 13.199
C 18.198 13.060 14.277
C 19.368 12.956 15.037
C 20.432 13.817 14.883
C 20.293 14.871 13.986
C 19.126 15.028 13.286
C 18.077 14.058 13.334
H 15.301 9.821 16.193
H 15.569 9.197 18.416
H 17.239 10.118 19.984
H 18.506 12.309 19.054
H 17.811 13.264 16.983
H 15.470 9.379 14.261
H 16.258 7.074 13.968
H 18.561 6.662 12.941
H 20.036 8.472 12.472
H 19.365 10.866 13.048
H 19.422 12.170 15.812
H 21.348 13.667 15.507
H 21.165 15.525 13.875
H 19.000 15.963 12.698
H 17.221 14.114 12.638

Entry 2:
102
Properties=species:S:1:pos:R:3 method="wB97M-V/def2-TZVPD" s_squared=2.022 charge=-1 spin_multiplicity=3 energy_ha=-2063.0603 e_homo_ev="-3.034 / -4.019"
Pt 0.374 0.513 -0.422
C 3.222 1.591 -2.210
C 2.955 0.281 -2.971
C 1.482 0.164 -3.371
C 3.547 -0.876 -2.168
C 4.876 -1.176 -2.457
C 5.585 -2.146 -1.767
C 4.952 -2.822 -0.742
C 3.621 -2.570 -0.411
C 3.057 -3.313 0.800
C 3.053 -4.829 0.588
C 3.835 -2.953 2.074
C 2.886 -1.600 -1.139
N 1.510 -1.382 -0.859
C 0.724 -2.462 -0.886
C -0.661 -2.458 -0.636
N -1.363 -1.362 -0.427
C -2.756 -1.425 -0.308
C -3.380 -0.677 0.719
C -4.758 -0.746 0.879
C -5.550 -1.522 0.044
C -4.946 -2.195 -1.006
C -3.569 -2.142 -1.218
C -3.023 -2.798 -2.484
C -3.162 -4.321 -2.455
C -3.705 -2.230 -3.735
C -2.561 0.120 1.723
C -3.075 1.548 1.910
C -2.540 -0.623 3.067
H 2.928 2.446 -2.825
H 4.282 1.686 -1.949
H 2.630 1.616 -1.295
H 3.537 0.345 -3.894
H 0.834 0.300 -2.479
H 1.246 -0.824 -3.781
H 1.237 0.927 -4.115
H 5.365 -0.629 -3.259
H 6.619 -2.359 -2.018
H 5.505 -3.568 -0.178
H 2.030 -3.008 0.958
H 4.073 -5.222 0.543
H 2.553 -5.096 -0.346
H 2.533 -5.331 1.410
H 4.891 -3.222 1.983
H 3.421 -3.483 2.939
H 3.777 -1.879 2.271
H 1.156 -3.419 -1.175
H -1.138 -3.439 -0.583
H -5.226 -0.196 1.692
H -6.620 -1.584 0.200
H -5.565 -2.768 -1.689
H -1.968 -2.554 -2.572
H -4.219 -4.611 -2.437
H -2.691 -4.749 -1.566
H -2.699 -4.772 -3.339
H -4.767 -2.491 -3.772
H -3.228 -2.628 -4.636
H -3.624 -1.140 -3.756
H -1.544 0.181 1.345
H -4.057 1.561 2.397
H -3.155 2.067 0.951
H -2.379 2.113 2.541
H -3.549 -0.674 3.492
H -1.894 -0.108 3.787
H -2.172 -1.647 2.946
N 0.169 1.129 6.661
C 0.558 0.052 5.910
O 0.715 -1.037 6.409
C 0.804 0.314 4.454
C 0.986 -0.757 3.604
C 1.200 -0.530 2.256
N 1.259 0.691 1.702
C 1.111 1.717 2.540
C 0.877 1.577 3.899
H -0.156 0.889 7.582
H -0.309 1.892 6.210
H 0.962 -1.764 4.002
H 1.348 -1.356 1.572
H 1.208 2.701 2.110
H 0.815 2.471 4.508
C 0.557 6.484 -0.486
N 1.221 5.198 -0.467
C 1.780 4.837 -1.757
C 0.525 4.082 0.181
C -0.733 3.526 -0.464
C -1.810 4.391 -0.708
C -2.957 3.970 -1.361
C -3.038 2.645 -1.775
C -2.004 1.770 -1.468
C -0.825 2.157 -0.778
H 1.304 7.267 -0.648
H 0.081 6.670 0.480
H -0.204 6.589 -1.271
H 2.229 5.722 -2.215
H 1.031 4.430 -2.454
H 2.563 4.089 -1.622
H 0.315 4.397 1.212
H 1.241 3.261 0.211
H -1.761 5.419 -0.367
H -3.773 4.661 -1.537
H -3.922 2.282 -2.291
H -2.123 0.731 -1.755

Entry 3:
103
Properties=species:S:1:pos:R:3 method="wB97M-V/def2-TZVPD" s_squared=0.976 charge=-1 spin_multiplicity=2 energy_ha=-3809.1597 e_homo_ev="-3.162 / -3.206"
Co -0.178 -0.019 -0.907
C -0.390 2.422 -1.386
C -0.679 2.984 -0.153
C -1.965 2.413 0.283
C -2.349 1.527 -0.702
C -1.406 1.477 -1.787
C -1.974 1.449 -3.221
C -2.496 0.060 -3.583
C -3.139 2.457 -3.299
C -0.942 1.892 -4.260
C -2.893 2.722 1.468
C -2.339 2.301 2.839
C -4.214 1.953 1.309
C -3.278 4.211 1.488
C 0.197 4.142 0.358
C -0.335 5.457 -0.242
C 1.642 3.960 -0.143
C 0.298 4.311 1.878
H 0.428 2.717 -2.027
H -3.265 0.955 -0.703
H -3.187 -0.310 -2.820
H -1.663 -0.642 -3.651
H -3.021 0.082 -4.545
H -3.998 2.117 -2.715
H -3.461 2.590 -4.338
H -2.826 3.428 -2.903
H -0.055 1.260 -4.244
H -0.639 2.929 -4.090
H -1.382 1.827 -5.261
H -2.280 1.212 2.896
H -3.010 2.642 3.635
H -1.348 2.696 3.043
H -4.049 0.873 1.297
H -4.732 2.237 0.390
H -4.866 2.186 2.155
H -2.457 4.862 1.781
H -4.095 4.374 2.198
H -3.617 4.521 0.496
H -0.391 5.371 -1.329
H 0.332 6.290 0.010
H -1.334 5.693 0.126
H 1.726 4.127 -1.218
H 2.007 2.952 0.069
H 2.297 4.681 0.354
H -0.661 4.488 2.355
H 0.936 5.171 2.098
H 0.754 3.437 2.345
N 2.397 -1.082 2.235
C 2.581 -2.192 1.338
C 1.787 -1.991 0.275
N 1.114 -0.799 0.317
C 1.624 -0.078 1.476
H 3.248 -0.711 2.626
H 3.191 -3.039 1.604
H 1.632 -2.682 -0.539
H 2.279 0.760 1.155
C 2.996 -6.748 -3.331
C 2.630 -5.299 -3.136
C 3.586 -4.350 -2.808
C 3.274 -2.995 -2.686
C 4.370 -2.037 -2.299
C 1.954 -2.563 -2.904
Te 1.491 -0.483 -2.931
C 0.969 -3.523 -3.199
C -0.472 -3.134 -3.410
C 1.321 -4.866 -3.311
H 4.002 -6.954 -2.963
H 2.968 -7.015 -4.391
H 2.300 -7.410 -2.811
H 4.611 -4.668 -2.642
H 5.315 -2.570 -2.167
H 4.114 -1.529 -1.367
H 4.503 -1.264 -3.056
H -0.813 -2.445 -2.636
H -1.115 -4.019 -3.411
H -0.595 -2.616 -4.364
H 0.548 -5.594 -3.548
S -1.999 -1.571 -0.213
C -1.193 -2.916 0.436
N -0.570 -2.775 1.632
C 0.189 -3.721 2.217
C 0.270 -4.967 1.667
C -0.383 -5.195 0.448
C -1.079 -4.186 -0.167
H -0.536 -1.827 1.984
H 0.688 -3.429 3.130
H 0.858 -5.735 2.147
H -0.307 -6.164 -0.030
H -1.543 -4.326 -1.132
C 0.482 0.576 2.299
C 0.744 0.657 3.773
C 1.696 1.544 4.276
C 1.975 1.604 5.634
C 1.300 0.779 6.524
C 0.346 -0.106 6.039
C 0.076 -0.161 4.678
H 0.330 1.575 1.895
H -0.445 0.037 2.095
H 2.230 2.192 3.589
H 2.719 2.301 6.000
H 1.513 0.827 7.585
H -0.189 -0.754 6.723
H -0.683 -0.849 4.315

Entry 4:
108
Properties=species:S:1:pos:R:3 method="wB97M-V/def2-TZVPD" charge=0 spin_multiplicity=1 energy_ha=-2579.2108 e_homo_ev=-5.582
Sr -1.817 -0.105 -0.651
C -2.409 2.218 -3.417
C -3.422 2.530 -2.329
N -3.895 1.351 -1.605
C -4.745 0.425 -2.354
C -3.977 -0.533 -3.260
C -4.464 -0.963 -4.489
C -3.726 -1.892 -5.202
C -2.518 -2.356 -4.696
C -2.088 -1.861 -3.476
C -0.767 -2.270 -2.830
N 0.012 -1.101 -2.390
C 0.491 -0.241 -3.475
C -0.520 0.790 -3.975
N -1.236 1.508 -2.927
N -2.817 -0.975 -2.808
H -2.150 3.158 -3.927
H -2.881 1.585 -4.173
H -4.258 3.076 -2.792
H -2.971 3.192 -1.586
H -4.382 1.654 -0.772
H -5.507 0.939 -2.957
H -5.260 -0.204 -1.624
H -5.403 -0.584 -4.871
H -4.085 -2.248 -6.159
H -1.921 -3.076 -5.240
H -0.209 -2.891 -3.545
H -0.989 -2.891 -1.959
H 0.809 -1.424 -1.855
H 0.820 -0.842 -4.335
H 1.359 0.287 -3.079
H -1.279 0.287 -4.580
H 0.012 1.471 -4.658
H -0.608 2.140 -2.436
O -1.302 -1.294 1.467
C -2.032 -2.488 1.811
C -2.909 -2.866 0.557
O -3.190 -4.043 0.372
O -3.300 -1.868 -0.125
C -3.051 -2.219 2.907
C -3.341 -3.181 3.870
C -4.324 -2.948 4.821
C -5.027 -1.753 4.819
C -4.751 -0.797 3.853
C -3.777 -1.034 2.896
C -0.966 -3.495 2.237
C -0.673 -4.675 1.568
C 0.381 -5.477 1.992
C 1.152 -5.119 3.083
C 0.866 -3.939 3.759
C -0.181 -3.142 3.337
H -1.091 -0.753 2.249
H -2.801 -4.118 3.873
H -4.537 -3.705 5.564
H -5.789 -1.567 5.565
H -5.295 0.139 3.843
H -3.571 -0.285 2.143
H -1.289 -4.977 0.735
H 0.589 -6.397 1.460
H 1.967 -5.753 3.410
H 1.457 -3.641 4.615
H -0.390 -2.224 3.875
C 1.877 5.005 -2.156
C 3.212 4.780 -1.459
C 4.177 3.931 -2.283
C 3.786 2.458 -2.380
N 3.907 1.766 -1.107
C 2.878 1.475 -0.291
S 1.249 1.650 -0.698
N 3.164 1.039 0.945
C 4.458 0.638 1.447
C 4.921 -0.720 0.924
C 6.290 -1.124 1.464
C 7.433 -0.295 0.894
H 1.240 5.677 -1.582
H 1.334 4.068 -2.273
H 2.023 5.448 -3.143
H 3.045 4.311 -0.485
H 3.681 5.745 -1.252
H 5.188 3.995 -1.868
H 4.245 4.334 -3.298
H 4.426 1.944 -3.102
H 2.755 2.339 -2.707
H 4.828 1.765 -0.692
H 2.345 0.857 1.510
H 4.372 0.609 2.536
H 5.197 1.423 1.242
H 4.948 -0.701 -0.171
H 4.168 -1.462 1.200
H 6.463 -2.178 1.240
H 6.284 -1.049 2.555
H 7.433 -0.334 -0.197
H 8.402 -0.661 1.233
H 7.372 0.753 1.188
C -1.860 2.044 1.317
C -0.876 1.926 2.351
C -1.025 1.050 3.459
C -0.028 0.849 4.399
C 1.180 1.532 4.328
C 1.324 2.462 3.299
C 0.343 2.654 2.349
H -1.765 2.970 0.746
H -2.886 1.914 1.669
H -1.976 0.549 3.607
H -0.222 0.163 5.217
H 1.951 1.390 5.074
H 2.221 3.071 3.245
H 0.493 3.402 1.580

The highest charge belongs to which entry? C41H56N6O3SSr

Among the records above, which one has the highest charge? C41H56N6O3SSr